This record from OMol25 describes C56H49AsCoGeN9O4SSe as an isolated structure in a non-equilibrium geometry. The level of theory is ωB97M-V/def2-TZVPD.

Kohn-Sham gap (spin up / spin down), eV: 6.33 / 5.52
Total charge: +3
Multiplicity: 2
Energy relative to the best compared isomer or geometry (same formula, charge and spin), eV: 2.490
E_tot, eV: -311602.8127
HOMO energy (spin up / spin down), eV: -15.507 / -15.513
Expectation value of S²: 0.76

XYZ file:
```
123
Properties=species:S:1:pos:R:3:forces:R:3
Co -0.138 -0.912 0.364 0.4 0.2 1.0
Se -1.907 0.283 7.589 0.1 0.0 -0.2
N -2.012 1.229 6.125 -0.2 0.9 -0.9
C -1.530 0.535 5.110 -0.1 -0.2 1.4
C -1.458 1.003 3.757 0.2 0.1 -0.9
C -1.943 2.253 3.355 0.2 -0.3 -0.2
C -1.843 2.596 2.025 0.1 -0.1 0.0
C -1.248 1.707 1.131 -0.1 0.2 -0.2
N -0.772 0.518 1.492 -0.1 0.1 0.4
C -0.891 0.148 2.788 -0.4 0.8 0.5
C -0.480 -1.189 3.134 0.1 -0.6 0.8
N -0.050 -1.972 2.123 -0.7 0.1 0.1
C 0.297 -3.222 2.404 0.1 -0.3 -0.1
C 0.204 -3.780 3.677 0.0 0.2 0.1
C -0.235 -2.996 4.721 0.0 0.2 -0.3
C -0.575 -1.665 4.458 0.3 -0.3 -0.8
C -1.065 -0.771 5.462 -0.5 0.7 1.1
N -1.181 -1.063 6.744 0.4 -1.1 -0.4
H -2.393 2.906 4.087 0.0 0.1 0.1
H -2.218 3.543 1.666 0.0 0.0 -0.1
H -1.176 1.975 0.085 0.1 -0.1 -0.1
H 0.663 -3.826 1.587 0.0 0.0 -0.1
H 0.471 -4.813 3.831 0.0 -0.1 0.0
H -0.329 -3.374 5.726 0.0 -0.1 0.1
N -1.294 -6.860 -0.807 -0.4 -0.5 0.1
C -0.672 -5.921 -1.001 0.0 0.1 0.0
C 0.119 -4.753 -1.182 0.4 0.6 0.0
C 1.346 -4.798 -1.845 -0.1 0.3 0.1
C 2.072 -3.622 -1.931 -0.1 0.0 0.1
C 1.580 -2.472 -1.338 0.3 0.1 -0.2
N 0.416 -2.428 -0.678 0.1 -0.4 -0.3
C -0.309 -3.548 -0.627 -0.2 -0.4 -0.2
H 1.704 -5.720 -2.276 0.0 -0.1 0.0
H 3.021 -3.593 -2.440 0.1 0.1 -0.1
H 2.139 -1.546 -1.399 0.0 -0.1 0.1
H -1.268 -3.503 -0.130 0.0 0.1 0.1
C 3.135 -0.464 6.284 0.0 0.0 0.0
C 3.044 0.749 5.618 -0.1 0.0 0.1
C 2.856 0.780 4.248 0.0 0.2 -0.4
C 2.784 -0.407 3.522 -0.4 -0.1 -0.1
C 2.837 -1.620 4.203 0.1 -0.2 -0.3
C 3.034 -1.648 5.572 -0.1 0.0 0.0
As 2.536 -0.322 1.586 -0.2 0.2 -0.6
C 3.960 -1.406 0.784 -0.3 0.0 0.0
C 4.328 -2.664 1.253 -0.2 0.1 0.2
C 5.342 -3.375 0.631 0.0 -0.1 0.0
C 5.977 -2.857 -0.485 0.0 0.0 0.0
C 5.590 -1.620 -0.982 0.0 -0.1 -0.1
C 4.579 -0.909 -0.363 -0.2 0.3 0.1
C 3.201 1.480 1.216 -0.2 -0.2 -0.1
C 2.341 2.451 0.710 -0.2 -0.2 0.0
C 2.808 3.728 0.422 0.0 0.1 -0.1
C 4.147 4.028 0.615 -0.1 0.0 0.0
C 5.003 3.072 1.147 0.1 0.0 0.0
C 4.532 1.806 1.458 0.0 -0.2 0.1
H 3.280 -0.486 7.352 0.1 0.0 0.1
H 3.127 1.674 6.165 0.0 0.1 0.1
H 2.792 1.733 3.736 0.0 0.0 0.1
H 2.731 -2.554 3.668 0.0 0.0 0.1
H 3.116 -2.595 6.082 0.0 -0.1 0.1
H 3.850 -3.094 2.123 0.1 0.0 0.0
H 5.646 -4.332 1.031 0.0 -0.1 0.0
H 6.768 -3.411 -0.966 0.1 0.0 0.0
H 6.094 -1.206 -1.841 0.1 0.1 -0.1
H 4.280 0.066 -0.750 0.2 -0.1 0.1
H 1.288 2.216 0.585 0.0 0.1 0.0
H 2.126 4.487 0.062 0.0 0.0 -0.1
H 4.524 5.008 0.365 0.0 0.1 0.0
H 6.041 3.315 1.323 0.0 0.0 0.0
H 5.199 1.069 1.892 0.0 0.0 -0.1
C -6.282 4.194 -2.175 0.0 0.2 0.2
C -6.624 2.969 -2.986 0.5 -0.6 0.3
S -5.445 1.618 -2.636 -0.2 -0.2 0.3
O -5.195 0.840 -3.820 -0.4 -0.2 -0.5
O -4.249 2.114 -1.980 -0.1 0.4 0.4
C -6.304 0.498 -1.450 0.3 0.6 -0.5
C -5.665 -0.881 -1.486 -0.6 0.0 -0.6
N -4.488 -0.998 -0.651 0.4 -0.2 0.5
C -3.197 -0.947 -1.036 0.2 0.0 -0.2
N -2.383 -1.201 -0.009 1.3 0.1 -0.1
C -3.171 -1.426 1.067 -0.9 -0.1 0.4
C -4.483 -1.296 0.696 1.5 0.0 -0.1
N -5.603 -1.377 1.571 0.1 -0.1 0.2
O -6.699 -1.139 1.124 -0.5 0.1 -0.1
O -5.331 -1.657 2.716 -0.1 -0.1 0.2
C -2.733 -0.658 -2.405 0.0 0.1 -0.3
H -7.072 4.936 -2.275 0.0 0.0 0.0
H -5.347 4.632 -2.515 0.0 0.0 0.0
H -6.182 3.946 -1.121 0.0 0.1 0.1
H -6.563 3.139 -4.058 0.0 -0.1 -0.1
H -7.601 2.564 -2.736 -0.1 0.0 -0.1
H -7.331 0.420 -1.796 -0.1 0.0 0.0
H -6.272 0.951 -0.464 -0.1 0.1 0.1
H -5.384 -1.092 -2.521 0.0 -0.2 0.1
H -6.395 -1.624 -1.148 0.2 0.2 -0.2
H -2.802 -1.689 2.038 0.0 0.0 0.2
H -3.198 -1.327 -3.127 0.0 -0.1 -0.1
H -1.651 -0.775 -2.449 0.0 0.0 0.0
H -3.012 0.359 -2.686 0.1 -0.1 0.0
Ge 1.938 1.397 -2.233 -0.8 0.3 -1.7
C 2.167 0.284 -3.919 0.0 0.5 1.1
C 3.299 -0.488 -4.147 0.3 -0.1 0.2
C 3.434 -1.175 -5.343 0.1 0.0 0.2
C 2.426 -1.109 -6.292 0.0 0.0 -0.1
C 1.302 -0.333 -6.066 -0.2 0.0 0.0
C 1.164 0.369 -4.880 -0.3 0.2 0.0
C 0.769 2.966 -2.752 0.6 -0.8 0.6
C 1.414 4.119 -3.183 0.3 -0.1 0.0
C 0.665 5.170 -3.686 0.1 0.0 0.1
C -0.717 5.083 -3.726 0.1 0.0 0.0
C -1.354 3.937 -3.281 -0.1 -0.1 0.1
C -0.616 2.879 -2.776 -0.1 -0.2 0.1
H 0.260 -0.007 -0.730 -0.4 0.3 -0.4
H 4.088 -0.535 -3.407 0.0 -0.1 0.0
H 4.324 -1.754 -5.537 0.1 -0.1 0.0
H 2.521 -1.662 -7.213 0.0 0.0 -0.1
H 0.526 -0.267 -6.815 0.0 0.0 0.0
H 0.291 0.988 -4.717 0.0 0.0 -0.1
H 2.496 4.189 -3.153 0.0 0.1 0.0
H 1.164 6.059 -4.035 0.1 0.1 -0.1
H -1.290 5.915 -4.104 -0.1 0.0 0.0
H -2.429 3.856 -3.307 -0.2 0.0 0.0
H -1.126 1.988 -2.436 -0.1 -0.1 0.0
```
Forces are in eV/Å.